[1]
Computed, not measured: C33H27Cl2GaN6O2 as an isolated structure, with ωB97M-V/def2-TZVPD.

Last column: Mulliken charge in e.
Element x y z (Å)
Ga (-0.246, 0.111, -0.959)  0.76
Cl (1.511, 6.340, 1.179)  -0.22
C (0.737, 4.804, 1.019)  0.19
C (1.140, 3.948, 0.005)  -0.96
C (0.517, 2.718, -0.148)  -0.39
N (0.853, 1.762, -1.096)  0.19
C (1.778, 1.932, -2.052)  0.45
O (2.359, 2.951, -2.393)  -0.76
C (2.135, 0.617, -2.691)  0.72
C (3.214, 0.551, -3.565)  -0.94
C (3.632, -0.682, -4.027)  -0.35
C (2.944, -1.812, -3.603)  -1.03
C (1.860, -1.654, -2.758)  0.03
N (1.464, -0.467, -2.307)  0.02
C (-0.551, 2.366, 0.719)  0.45
C (-0.941, 3.230, 1.730)  -1.16
C (-0.294, 4.448, 1.878)  0.09
Cl (-0.816, 5.542, 3.103)  -0.23
N (-1.235, 1.231, 0.331)  0.70
C (-2.568, 1.100, 0.450)  -0.03
O (-3.289, 1.428, 1.374)  -0.74
C (-3.147, 0.615, -0.859)  0.61
C (-4.516, 0.419, -0.988)  -0.71
C (-5.046, 0.217, -2.251)  -0.44
C (-4.191, 0.254, -3.343)  -0.61
C (-2.840, 0.485, -3.125)  -0.59
N (-2.324, 0.645, -1.914)  0.00
H (1.931, 4.245, -0.665)  0.62
H (3.700, 1.473, -3.844)  0.56
H (4.473, -0.766, -4.697)  0.44
H (3.235, -2.798, -3.930)  0.48
H (1.297, -2.514, -2.428)  0.28
H (-1.773, 2.984, 2.369)  0.68
H (-5.127, 0.443, -0.099)  0.51
H (-6.104, 0.053, -2.387)  0.45
H (-4.561, 0.099, -4.346)  0.45
H (-2.150, 0.572, -3.957)  0.54
C (3.354, 1.735, 1.552)  -1.67
C (2.909, 0.290, 1.318)  0.47
C (1.931, -0.172, 2.362)  0.61
C (2.248, -0.010, 3.704)  -0.63
C (1.391, -0.442, 4.697)  -1.19
C (0.178, -1.003, 4.351)  -0.82
C (-0.177, -1.194, 3.023)  1.12
C (-1.551, -1.747, 2.739)  -0.41
C (-1.706, -3.219, 3.128)  -1.34
C (0.729, -0.802, 2.021)  -0.74
N (0.415, -1.098, 0.674)  0.59
C (0.189, -2.346, 0.399)  -0.06
C (-0.425, -2.697, -0.811)  -0.40
C (-0.694, -3.931, -1.412)  -1.11
C (-1.374, -3.646, -2.587)  -0.98
C (-1.498, -2.264, -2.654)  -0.55
N (-0.937, -1.683, -1.586)  0.42
H (3.892, 2.112, 0.684)  0.44
H (4.013, 1.810, 2.415)  0.49
H (2.493, 2.380, 1.721)  0.39
H (3.788, -0.362, 1.340)  0.49
H (2.453, 0.205, 0.327)  -0.53
H (3.188, 0.444, 3.974)  0.37
H (1.666, -0.335, 5.735)  0.41
H (-0.513, -1.300, 5.125)  0.51
H (-1.817, -1.613, 1.688)  -0.14
H (-2.266, -1.162, 3.323)  0.67
H (-1.064, -3.863, 2.532)  0.27
H (-2.734, -3.538, 2.977)  0.42
H (-1.452, -3.369, 4.174)  0.40
H (0.444, -3.128, 1.110)  0.86
H (-0.406, -4.898, -1.048)  0.56
H (-1.742, -4.356, -3.301)  0.50
H (-1.987, -1.693, -3.421)  0.52

Output
* orbital gap: 7.1 eV
* HOMO energy: -7.3 eV
* E_LUMO: -0.0074 Ha

***

[2]
Computed, not measured: C28H31BrCl3N2O3RhSb as an isolated structure, with ωB97M-V/def2-TZVPD.

Last column: Mulliken charge in e.
Element x y z (Å)
Rh (-0.829, -0.570, -0.347)  -0.53
O (0.291, 3.429, -1.840)  -0.60
C (1.123, 2.997, -2.832)  0.28
C (1.650, 3.936, -3.704)  -0.58
C (2.504, 3.526, -4.715)  -0.36
C (2.841, 2.187, -4.864)  -0.77
C (2.319, 1.258, -3.979)  -0.63
C (1.461, 1.647, -2.956)  0.78
C (0.959, 0.626, -1.975)  0.29
O (-0.439, 0.632, -1.842)  -0.64
N (1.466, 0.955, -0.615)  -0.72
N (0.850, 0.189, 0.323)  0.98
C (1.426, -0.153, 1.413)  -0.54
C (0.839, -1.071, 2.374)  0.17
Br (-1.042, -1.336, 2.170)  -0.13
C (1.471, -1.725, 3.348)  -0.86
C (2.927, -1.707, 3.570)  0.45
C (3.826, -1.764, 2.503)  -0.23
C (5.191, -1.738, 2.743)  -0.79
C (5.667, -1.657, 4.044)  -0.43
C (4.778, -1.625, 5.110)  -0.56
C (3.414, -1.662, 4.877)  -0.46
H (-0.100, 2.633, -1.450)  0.24
H (1.384, 4.977, -3.578)  0.46
H (2.910, 4.263, -5.397)  0.40
H (3.501, 1.872, -5.659)  0.42
H (2.574, 0.209, -4.079)  0.43
H (1.316, -0.367, -2.275)  0.45
H (2.464, 1.061, -0.495)  0.36
H (2.429, 0.205, 1.617)  0.80
H (0.877, -2.317, 4.036)  0.50
H (3.454, -1.888, 1.493)  0.55
H (5.884, -1.796, 1.914)  0.41
H (6.733, -1.639, 4.229)  0.40
H (5.149, -1.579, 6.126)  0.40
H (2.721, -1.646, 5.710)  0.43
Cl (-1.988, -7.445, -1.014)  -0.20
C (-1.283, -5.865, -0.922)  0.38
C (-2.076, -4.752, -1.116)  -1.07
C (-1.461, -3.519, -1.016)  0.95
Cl (-2.446, -2.060, -1.293)  -0.10
C (-0.119, -3.301, -0.737)  -0.66
O (0.433, -2.105, -0.634)  -0.18
C (0.635, -4.472, -0.552)  0.79
Cl (2.320, -4.312, -0.188)  -0.19
C (0.071, -5.728, -0.641)  -0.76
H (-3.131, -4.844, -1.336)  0.47
H (0.686, -6.603, -0.486)  0.47
C (-1.486, 2.835, 2.481)  -1.05
C (-2.723, 2.004, 2.142)  -0.72
Sb (-2.647, 1.247, 0.167)  0.74
C (-2.929, 2.975, -1.029)  -0.92
C (-3.089, 2.678, -2.518)  -1.07
C (-4.538, 0.294, -0.046)  -0.79
C (-5.711, 1.190, 0.346)  -1.25
H (-1.547, 3.221, 3.499)  0.39
H (-1.377, 3.691, 1.813)  0.34
H (-0.573, 2.240, 2.410)  0.12
H (-3.639, 2.594, 2.195)  0.47
H (-2.833, 1.155, 2.817)  0.45
H (-2.103, 3.658, -0.836)  0.59
H (-3.834, 3.415, -0.606)  0.66
H (-2.203, 2.203, -2.934)  0.15
H (-3.263, 3.607, -3.061)  0.40
H (-3.944, 2.025, -2.710)  0.34
H (-4.503, -0.612, 0.561)  0.45
H (-4.613, -0.020, -1.089)  0.41
H (-5.677, 1.464, 1.400)  0.31
H (-6.657, 0.675, 0.176)  0.41
H (-5.737, 2.108, -0.242)  0.31

Output
* energy relative to the best compared isomer or geometry (same formula, charge and spin): 32.68 kJ/mol
* orbital gap: 7.3 eV
* HOMO energy: -10.7 eV
* charge: +1
* E_LUMO: -0.1252 Ha

***

[3]
Computed, not measured: C6H7INO2S as an isolated structure, with ωB97M-V/def2-TZVPD.

Last column: Löwdin spin population.
Element x y z (Å)
C (0.501, -1.045, -0.292)  0.28
C (-1.599, 0.181, 1.979)  0.00
C (0.920, -1.401, 2.028)  0.05
C (0.408, -0.683, -1.529)  0.50
C (0.086, 1.811, -1.098)  0.01
C (-0.022, 0.581, -2.131)  0.06
N (0.247, -1.531, 0.798)  0.41
O (-1.698, 1.174, 1.296)  0.00
O (-2.155, -0.873, 2.271)  0.01
S (0.276, 0.173, 2.781)  0.03
I (1.014, -2.292, -2.806)  0.58
H (0.585, -2.201, 2.765)  0.00
H (1.964, -1.227, 2.079)  0.01
H (1.150, 2.039, -0.971)  0.00
H (-0.461, 1.600, -0.117)  0.00
H (-0.658, 2.447, -1.461)  0.00
H (0.494, 0.957, -3.094)  0.02
H (-1.052, 0.290, -2.498)  0.02

Output
* 2S+1: 3
* orbital gap (spin up / spin down): 5.3 / 5.3 eV
* HOMO energy (spin up / spin down): -2.4 / -4.4 eV
* charge: -1
* E_LUMO (spin up / spin down): 0.1056 / 0.0313 Ha

***

[4]
Computed, not measured: C31H25AsCrN6O10S3 as an isolated structure, with ωB97M-V/def2-TZVPD.

Last column: Löwdin spin population.
Element x y z (Å)
Cr (-0.429, -0.529, -0.539)  0.95
N (-2.268, -6.842, 3.776)  0.00
C (-1.570, -5.663, 3.526)  0.00
C (-2.256, -4.454, 3.380)  0.00
C (-1.556, -3.283, 3.159)  0.00
C (-0.169, -3.308, 3.092)  0.00
C (0.526, -4.494, 3.262)  0.00
C (-0.174, -5.666, 3.486)  0.00
S (0.643, -1.793, 2.638)  0.00
O (-0.091, -0.730, 3.268)  0.00
O (2.048, -1.884, 2.906)  0.00
N (0.306, -1.682, 1.033)  0.00
C (0.900, -2.522, 0.160)  0.00
N (1.709, -3.544, 0.440)  0.00
C (2.246, -4.172, -0.601)  0.00
C (2.027, -3.808, -1.920)  0.00
C (1.134, -2.770, -2.133)  0.00
N (0.535, -2.183, -1.111)  0.00
H (-3.237, -6.836, 3.509)  0.00
H (-1.785, -7.691, 3.541)  0.00
H (-3.338, -4.442, 3.441)  0.00
H (-2.065, -2.334, 3.039)  0.00
H (1.604, -4.475, 3.216)  0.00
H (0.354, -6.602, 3.628)  0.00
H (2.889, -5.010, -0.348)  0.00
H (2.529, -4.296, -2.741)  0.00
H (0.888, -2.391, -3.118)  0.00
O (3.139, 2.066, -1.343)  0.00
As (1.720, 1.189, -2.001)  0.00
O (2.296, 0.392, -3.289)  0.00
O (1.281, 0.277, -0.660)  0.00
C (0.555, 2.708, -2.328)  0.00
C (1.076, 3.811, -2.873)  0.00
C (0.258, 5.001, -3.045)  0.00
C (-0.996, 5.065, -2.593)  0.00
C (-1.638, 3.914, -1.882)  0.00
C (-0.839, 2.632, -1.888)  0.00
S (-1.612, 1.286, -2.803)  0.00
O (-2.989, 1.154, -2.386)  0.00
O (-1.424, 1.615, -4.191)  0.00
O (-0.773, 0.104, -2.407)  0.01
H (2.892, 2.265, -0.426)  0.00
H (2.113, 3.808, -3.183)  0.00
H (0.701, 5.855, -3.544)  0.00
H (-1.596, 5.961, -2.702)  0.00
H (-2.650, 3.738, -2.265)  0.00
O (-1.686, 4.129, -0.475)  0.00
S (-0.910, 2.616, 0.075)  0.00
O (0.512, 2.712, 0.348)  0.00
N (-1.468, 1.012, 0.144)  0.00
C (-2.797, 0.767, 0.375)  -0.01
C (-3.820, 1.668, 0.650)  0.01
C (-5.109, 1.215, 0.945)  0.00
C (-5.442, -0.116, 0.938)  0.01
C (-4.470, -1.058, 0.554)  0.00
C (-4.717, -2.438, 0.411)  0.01
C (-3.710, -3.259, -0.025)  0.00
C (-2.464, -2.718, -0.340)  0.02
N (-2.189, -1.431, -0.216)  -0.01
C (-3.164, -0.607, 0.251)  0.00
C (-1.507, 3.022, 1.785)  0.00
C (-2.303, 4.105, 2.123)  0.00
C (-2.671, 4.292, 3.449)  0.00
C (-2.239, 3.410, 4.429)  0.00
C (-1.415, 2.349, 4.085)  0.00
C (-1.046, 2.157, 2.762)  0.00
H (-3.635, 2.728, 0.597)  0.00
H (-5.873, 1.949, 1.175)  0.00
H (-6.445, -0.447, 1.175)  0.00
H (-5.702, -2.828, 0.638)  0.00
H (-3.864, -4.324, -0.141)  0.00
H (-1.665, -3.347, -0.710)  0.00
H (-2.629, 4.791, 1.358)  0.00
H (-3.306, 5.131, 3.710)  0.00
H (-2.547, 3.553, 5.458)  0.00
H (-1.051, 1.655, 4.831)  0.00
H (-0.407, 1.328, 2.503)  0.00

Output
* energy relative to the best compared isomer or geometry (same formula, charge and spin): 395.37 kJ/mol
* 2S+1: 2
* orbital gap (spin up / spin down): 6.9 / 6.9 eV
* HOMO energy (spin up / spin down): -5.1 / -5.2 eV
* charge: -1
* E_LUMO (spin up / spin down): 0.0649 / 0.0620 Ha